# C30H50F2IN5O3P

A cluster of 5 separate species, C30H50F2IN5O3P in total at a distorted geometry (ωB97M-V/def2-TZVPD, the Open Molecules 2025 dataset).

XYZ file:
```
92
Properties=species:S:1:pos:R:3:lowdin_charge:R:1
C 8.56 -4.50 1.53 -0.06
C 8.56 -3.35 0.48 -0.25
O 7.18 -3.00 0.20 -0.21
P 6.87 -1.44 0.35 0.50
O 7.92 -0.63 -0.30 -0.26
C 5.29 -1.18 -0.53 -0.19
C 4.11 -0.73 0.37 -0.27
C 2.71 -0.87 -0.29 -0.18
C 1.60 -1.19 0.67 -0.25
C 0.89 -2.37 0.49 0.06
C -0.16 -2.73 1.28 -0.09
C -0.96 -4.00 1.06 -0.08
C -0.15 -5.27 1.35 -0.18
F -0.10 -5.42 2.72 -0.02
C -0.49 -1.87 2.34 -0.21
F -1.48 -2.19 3.15 0.13
C 0.19 -0.73 2.51 -0.06
N 1.20 -0.40 1.68 -0.37
I 2.09 1.42 2.05 1.17
O 6.77 -1.14 1.93 -0.20
C 6.75 0.26 2.25 -0.27
C 6.26 0.44 3.70 -0.06
H 8.78 -5.47 1.07 0.07
H 9.28 -4.26 2.32 0.07
H 7.56 -4.54 1.97 0.07
H 9.15 -2.51 0.84 0.11
H 9.01 -3.76 -0.43 0.12
H 5.01 -2.12 -1.00 0.10
H 5.46 -0.43 -1.29 0.06
H 4.15 -1.19 1.37 0.11
H 4.25 0.34 0.56 0.02
H 2.44 0.00 -0.93 0.08
H 2.79 -1.72 -0.98 0.11
H 1.17 -3.03 -0.33 0.14
H -1.86 -3.95 1.67 0.13
H -1.28 -3.99 0.00 0.14
H -0.65 -6.12 0.89 0.13
H 0.86 -5.14 0.94 0.12
H -0.06 -0.05 3.32 0.12
H 6.04 0.81 1.61 0.09
H 7.72 0.74 2.08 0.12
H 5.62 -0.42 3.93 0.08
H 7.14 0.46 4.35 0.08
H 5.71 1.37 3.80 0.07
C 4.35 2.67 -5.51 -0.11
C 5.55 1.89 -4.99 -0.25
C 5.16 0.53 -4.39 -0.17
C 4.25 0.71 -3.25 -0.17
N 3.54 0.85 -2.35 0.18
H 3.65 2.91 -4.71 0.07
H 4.67 3.61 -5.95 0.08
H 3.82 2.10 -6.28 0.08
H 6.07 2.49 -4.24 0.12
H 6.25 1.72 -5.81 0.11
H 6.05 0.00 -4.04 0.12
H 4.67 -0.09 -5.14 0.13
C -3.64 0.28 3.30 -0.15
C -4.96 0.68 3.95 -0.26
C -6.14 -0.17 3.48 -0.18
C -6.30 -0.03 2.02 -0.22
N -6.43 0.09 0.88 0.16
H -3.67 0.41 2.22 0.05
H -2.83 0.90 3.68 0.07
H -3.40 -0.76 3.51 0.06
H -5.15 1.73 3.72 0.10
H -4.87 0.60 5.03 0.11
H -7.06 0.15 3.97 0.12
H -5.97 -1.22 3.72 0.12
C -3.77 4.38 -1.83 -0.11
C -5.11 3.81 -1.39 -0.26
C -5.42 4.07 0.08 -0.18
C -4.41 3.44 0.94 -0.21
N -3.62 2.93 1.62 0.16
H -2.94 3.91 -1.29 0.07
H -3.60 4.20 -2.89 0.07
H -3.72 5.45 -1.66 0.08
H -5.13 2.73 -1.59 0.11
H -5.90 4.25 -2.00 0.11
H -6.40 3.65 0.34 0.11
H -5.44 5.14 0.29 0.12
C -9.34 1.22 -0.96 -0.12
C -10.18 0.79 -2.16 -0.26
C -9.53 1.15 -3.50 -0.19
C -9.34 2.60 -3.61 -0.24
N -9.19 3.74 -3.69 0.14
H -9.22 2.31 -0.93 0.07
H -9.83 0.93 -0.03 0.07
H -8.35 0.76 -0.99 0.05
H -11.17 1.26 -2.09 0.11
H -10.34 -0.29 -2.12 0.11
H -10.16 0.81 -4.32 0.12
H -8.56 0.66 -3.59 0.12
```

**HOMO energy**: -12.344 eV
**Net charge**: +1
**F_max**: 1.85 eV Å⁻¹

---

# C43H48N5O

A cluster of 2 separate species, C43H48N5O in total at a distorted geometry (ωB97M-V/def2-TZVPD, the Open Molecules 2025 dataset).

XYZ file:
```
97
Properties=species:S:1:pos:R:3:lowdin_charge:R:1
C -2.08 2.31 3.59 -0.05
C -0.68 2.07 3.09 -0.36
C 0.10 3.35 2.90 -0.07
N -0.66 1.44 1.77 -0.03
N -0.26 2.18 0.75 0.10
N -0.39 1.41 -0.33 -0.01
C -0.41 2.15 -1.64 -0.34
C 0.88 2.94 -1.69 -0.06
C -1.60 3.09 -1.69 -0.05
C -0.85 0.18 -0.01 -0.15
C -0.95 -0.85 -1.03 -0.18
C -2.19 -1.27 -1.58 -0.03
C -2.20 -2.23 -2.59 -0.09
C -1.01 -2.80 -3.04 -0.08
C 0.22 -2.41 -2.49 -0.07
C 0.25 -1.43 -1.50 -0.02
C -1.19 0.20 1.36 -0.25
C -1.98 -0.68 2.10 -0.02
H -2.02 2.82 4.56 0.09
H -2.63 2.96 2.91 0.07
H -2.62 1.37 3.73 0.06
H -0.16 1.36 3.74 0.15
H 0.05 3.96 3.81 0.09
H 1.15 3.13 2.70 0.09
H -0.30 3.93 2.06 0.08
H -0.47 1.39 -2.42 0.14
H 0.90 3.59 -2.57 0.09
H 0.94 3.56 -0.78 0.08
H 1.75 2.28 -1.73 0.08
H -1.57 3.68 -2.62 0.09
H -2.56 2.56 -1.66 0.07
H -1.54 3.80 -0.85 0.08
H -3.11 -0.82 -1.20 0.10
H -3.16 -2.54 -3.03 0.10
H -1.02 -3.56 -3.84 0.11
H 1.16 -2.86 -2.84 0.11
H 1.19 -1.11 -1.05 0.12
H -2.31 -1.57 1.58 0.01
H -2.08 -0.55 3.16 0.00
C -10.55 3.07 1.33 0.00
N -9.82 2.08 0.58 -0.04
C -9.45 2.29 -0.73 -0.39
O -9.77 3.25 -1.42 0.09
C -8.58 1.11 -1.15 -0.16
C -7.22 1.56 -1.67 -0.08
C -6.49 2.38 -0.64 -0.22
C -6.74 3.75 -0.53 -0.03
C -6.15 4.50 0.49 -0.06
C -5.30 3.87 1.41 -0.07
C -4.99 2.52 1.26 -0.07
C -5.55 1.79 0.21 -0.05
N -8.48 0.32 0.08 0.04
C -7.58 -0.67 0.25 -0.01
C -7.28 -1.21 1.49 -0.05
C -6.29 -2.18 1.71 0.06
C -6.31 -3.10 2.82 -0.20
C -5.40 -4.20 2.91 0.00
C -5.39 -5.02 4.03 -0.05
C -6.27 -4.79 5.10 -0.04
C -7.20 -3.74 5.01 -0.06
C -7.24 -2.93 3.88 -0.01
C -9.23 0.91 1.21 -0.24
C -10.27 0.00 1.80 -0.04
C -11.22 -0.58 1.04 -0.02
C -12.24 -1.47 1.57 -0.22
C -13.31 -1.89 0.74 -0.03
C -14.28 -2.77 1.22 -0.07
C -14.20 -3.25 2.54 -0.07
C -13.16 -2.83 3.37 -0.07
C -12.19 -1.94 2.90 -0.03
H -10.83 3.89 0.66 0.10
H -11.45 2.63 1.78 0.10
H -9.92 3.47 2.15 0.10
H -9.14 0.53 -1.90 0.18
H -6.64 0.68 -1.96 0.12
H -7.43 2.16 -2.56 0.14
H -7.42 4.23 -1.24 0.12
H -6.37 5.56 0.57 0.11
H -4.87 4.45 2.23 0.11
H -4.31 2.01 1.95 0.08
H -5.30 0.73 0.08 0.10
H -7.12 -1.06 -0.66 0.16
H -7.83 -0.83 2.35 0.10
H -5.50 -2.28 0.95 0.13
H -4.72 -4.39 2.08 0.12
H -4.70 -5.86 4.09 0.12
H -6.21 -5.37 6.02 0.12
H -7.89 -3.54 5.83 0.11
H -7.98 -2.14 3.81 0.10
H -8.54 1.24 2.01 0.17
H -10.21 -0.13 2.88 0.11
H -11.26 -0.37 -0.03 0.13
H -13.36 -1.50 -0.28 0.12
H -15.09 -3.09 0.57 0.11
H -14.95 -3.95 2.91 0.11
H -13.09 -3.19 4.40 0.11
H -11.38 -1.61 3.55 0.10
```

**HOMO energy**: -7.825 eV
**Net charge**: +1
**F_max**: 2.64 eV Å⁻¹

---

# C29H27N3O5PdS2Te

A structure of composition C29H27N3O5PdS2Te (ωB97M-V/def2-TZVPD, the Open Molecules 2025 dataset).

XYZ file:
```
68
Properties=species:S:1:pos:R:3:lowdin_charge:R:1
Pd -0.30 -0.03 0.71 0.69
N -2.93 1.76 2.05 0.14
C -3.16 0.41 2.36 -0.30
C -4.00 0.14 3.43 -0.01
C -4.26 -1.18 3.74 -0.06
C -3.66 -2.19 2.99 -0.05
C -2.84 -1.81 1.95 -0.11
N -2.61 -0.53 1.62 0.09
C -2.02 2.46 1.29 -0.26
C -2.22 3.86 1.27 -0.01
C -1.36 4.68 0.58 -0.06
C -0.29 4.11 -0.10 -0.05
C -0.15 2.74 -0.05 -0.14
N -1.00 1.92 0.62 -0.02
H -3.52 2.37 2.58 0.13
H -4.43 0.94 4.02 0.11
H -4.90 -1.43 4.57 0.11
H -3.82 -3.23 3.21 0.11
H -2.32 -2.54 1.34 0.11
H -3.06 4.27 1.80 0.11
H -1.52 5.75 0.58 0.11
H 0.43 4.70 -0.65 0.11
H 0.67 2.25 -0.56 0.05
C 4.07 -0.34 -0.91 -0.21
S 3.42 1.15 -1.67 0.95
O 1.92 1.01 -1.61 -0.69
C 3.83 2.29 -0.36 -0.39
C 3.27 2.13 0.90 -0.07
C 3.57 3.06 1.88 -0.05
C 4.41 4.14 1.60 -0.08
C 4.96 4.29 0.33 -0.08
C 4.67 3.36 -0.66 -0.09
H 5.14 -0.19 -0.73 0.07
H 3.92 -1.15 -1.62 0.04
H 3.53 -0.53 0.02 0.04
H 2.64 1.28 1.12 0.08
H 3.15 2.94 2.87 0.11
H 4.64 4.86 2.37 0.10
H 5.62 5.12 0.12 0.10
H 5.08 3.47 -1.66 0.10
O 2.53 -0.80 2.06 -0.35
S 1.21 -1.28 2.42 0.30
O 1.16 -2.26 3.46 -0.29
O 0.51 -1.81 1.13 -0.50
O 0.28 -0.09 2.71 -0.44
Te -0.53 -0.34 -1.82 1.57
C 0.78 -1.82 -2.52 -0.49
C 1.50 -2.66 -1.68 -0.13
C 2.34 -3.62 -2.24 -0.08
C 2.47 -3.73 -3.62 -0.08
C 1.75 -2.88 -4.45 -0.08
C 0.91 -1.92 -3.91 -0.14
C -2.23 -1.60 -1.71 -0.49
C -2.12 -2.98 -1.60 -0.12
C -3.26 -3.75 -1.43 -0.08
C -4.51 -3.15 -1.36 -0.09
C -4.62 -1.78 -1.46 -0.09
C -3.48 -1.00 -1.64 -0.16
H 1.41 -2.57 -0.61 0.08
H 2.90 -4.28 -1.59 0.11
H 3.12 -4.48 -4.05 0.10
H 1.84 -2.96 -5.53 0.10
H 0.35 -1.26 -4.56 0.09
H -1.15 -3.46 -1.64 0.10
H -3.17 -4.83 -1.35 0.11
H -5.40 -3.76 -1.22 0.10
H -5.59 -1.30 -1.41 0.10
H -3.58 0.08 -1.72 0.09
```

**HOMO energy (alpha / beta)**: -8.143 / -8.145 eV
**F_max**: 0.26 eV Å⁻¹